ORCA calculation (ωB97M-V/def2-TZVPD) on one molecule with the formula C13H22O at a distorted geometry.

Geometry as XYZ:
```
36
Properties=species:S:1:pos:R:3:forces:R:3
O 0.560189 2.468475 1.627979 0.48 -1.49 -0.16
C 0.699319 1.336270 1.158080 -0.64 2.57 0.41
C -1.072151 -1.174018 -0.785449 -0.20 1.60 1.43
C -0.997834 -0.146281 0.136462 0.36 -2.95 -3.06
C 3.106870 0.998383 1.861617 0.29 -0.13 0.39
C -1.458665 -1.380871 2.264534 1.07 0.71 -0.44
C -3.293022 -0.300444 1.063358 -1.00 -0.27 0.45
C 1.248660 0.071833 -3.640919 -0.60 0.04 0.78
C 1.699528 0.376220 1.770997 0.34 -0.12 0.32
C -0.355679 -1.182599 -2.101974 -0.30 0.50 -0.30
C -0.102178 1.014105 -0.094029 0.96 -0.12 -0.75
C 0.918704 0.794656 -1.255188 -1.18 0.67 -0.30
C -1.798605 -0.186521 1.355395 -1.39 -0.23 1.91
C 0.202155 0.189758 -2.496279 1.84 -0.31 0.46
H -1.740552 -2.033744 -0.616825 0.32 0.49 0.13
H 3.845906 0.258281 2.233519 -0.45 0.32 -0.40
H 3.457586 1.438526 0.926942 -0.07 -0.33 -0.17
H 3.126298 1.819273 2.568557 -0.21 0.15 0.20
H -0.377902 -1.497222 2.350376 0.00 -0.12 0.11
H -1.868992 -2.285042 1.871402 -0.22 -0.68 -0.44
H -1.869526 -1.241120 3.235826 -0.35 0.17 0.89
H -3.658183 0.595300 0.579493 -0.17 0.24 -0.25
H -3.497027 -1.155324 0.394841 0.07 0.34 0.32
H -3.915995 -0.440517 1.995958 0.79 0.12 -0.84
H 0.764751 -0.223752 -4.554296 -0.16 -0.25 -0.52
H 1.735159 1.028102 -3.818021 0.08 0.08 0.01
H 2.006691 -0.675222 -3.387459 -0.03 0.10 -0.01
H 1.376059 0.120769 2.801138 -0.03 0.20 -0.56
H 1.761726 -0.556597 1.217683 -0.21 -0.13 -0.15
H 0.450123 -1.912807 -2.057072 0.19 -0.18 -0.17
H -1.051653 -1.496344 -2.894135 0.16 -0.19 0.19
H -0.745394 1.865737 -0.386877 0.47 0.00 0.58
H 1.742612 0.161877 -0.945862 0.09 -0.42 0.06
H 1.373043 1.772188 -1.497296 -0.23 -0.31 0.00
H -1.665129 0.743288 1.937340 0.15 -0.28 -0.21
H -0.606892 0.835384 -2.819819 -0.20 0.22 0.07
```
Positions in Å, forces in eV/Å.

Its frontier orbital gap is 0.3533 Ha. As for the HOMO energy: -8.7473 eV. As for the energy above the lowest of the compared OMol25 structures with the same formula, charge and spin: 0.000 eV. The calculation puts the electronic energy at -15885.151 eV. Its SMILES is CCC(=O)[C@H]1C[C@@H](C)CC=C1C(C)C. As for the total charge: 0.


ORCA calculation (ωB97M-V/def2-TZVPD) on one molecule with the formula C3H2N2O2 at a distorted geometry.

Geometry as XYZ:
```
9
Properties=species:S:1:pos:R:3:forces:R:3
N 0.971311 1.237987 -0.366904 0.16 -0.63 0.06
C 0.546581 0.383625 0.432024 0.86 -0.17 -0.86
O -0.364364 -0.649718 0.303584 0.22 -0.08 -0.20
C -0.828627 -0.999026 -0.919380 0.04 0.12 -0.65
O -0.569362 -0.459487 -1.957042 -0.21 -0.37 0.48
C 0.899461 0.438108 1.873461 -0.83 0.46 -0.92
N 0.163968 1.117126 2.445323 0.01 0.47 2.30
H 0.643188 1.067850 -1.310552 -0.20 0.16 -0.11
H -1.476552 -1.872216 -0.790059 -0.05 0.04 -0.09
```
Positions in Å, forces in eV/Å.

Its frontier orbital gap is 0.3952 Ha. As for the HOMO energy: -11.1437 eV. As for the energy above the lowest of the compared OMol25 structures with the same formula, charge and spin: 2.242 eV. The calculation puts the electronic energy at -10215.947 eV. Its SMILES is [H]/N=C(/C#N)OC=O. As for the total charge: 0.


ORCA calculation (ωB97M-V/def2-TZVPD) on C31H33AuN2OSSi as an isolated structure at a distorted geometry.

Geometry as XYZ:
```
70
Properties=species:S:1:pos:R:3:forces:R:3
Au -1.271065 0.213815 0.881989 -1.49 -0.38 1.29
C 3.376934 1.380108 -4.613280 0.01 0.00 -0.01
C 2.715247 0.152405 -3.973251 0.01 0.00 0.03
C 1.234359 0.148497 -4.352604 0.00 0.00 0.01
C 3.358173 -1.126169 -4.528226 0.00 -0.01 -0.01
C 2.917364 0.200187 -2.459103 -0.03 0.01 -0.01
C 4.227272 0.192747 -1.939530 0.01 0.01 0.02
C 4.489876 0.217602 -0.585100 0.03 0.00 -0.04
C 3.408546 0.250700 0.289566 -0.03 0.00 0.02
S 3.369045 0.261757 2.027971 0.01 -0.01 0.05
C 1.626611 0.273694 1.967668 -0.14 0.00 0.17
N 1.135374 0.269939 0.781374 0.54 0.02 -0.95
C 2.102723 0.261463 -0.203413 0.21 0.00 0.25
C 1.856444 0.240243 -1.573925 0.00 -0.04 -0.05
C 0.727219 0.275046 3.132019 -0.06 0.03 0.10
C 1.234618 0.248191 4.426261 -0.01 0.02 0.07
C 0.368034 0.205889 5.506331 0.04 0.00 0.00
C -0.999243 0.194299 5.280198 -0.04 0.00 -0.05
C -1.504439 0.229294 3.982431 -0.24 0.00 0.03
C -0.657269 0.265078 2.891039 1.13 0.07 -0.39
H 3.220708 1.369731 -5.694319 0.01 0.00 0.00
H 4.452351 1.399639 -4.430845 -0.01 0.00 0.00
H 2.949567 2.301829 -4.213956 0.00 0.00 -0.01
H 1.139400 0.109265 -5.439077 0.00 0.00 0.00
H 0.726792 1.050997 -4.006228 0.00 0.00 0.00
H 0.715982 -0.719662 -3.940779 0.00 0.00 0.00
H 3.196639 -1.188973 -5.606687 0.01 0.00 0.00
H 2.920626 -2.011356 -4.062676 0.00 0.00 -0.01
H 4.434047 -1.147971 -4.349642 -0.01 0.00 0.00
H 5.066544 0.161091 -2.622938 -0.01 0.00 0.01
H 5.508877 0.204626 -0.221327 -0.01 0.00 0.00
H 0.826854 0.232701 -1.904496 0.00 0.01 -0.01
H 2.306863 0.251454 4.593858 -0.01 -0.01 -0.01
H 0.755584 0.179402 6.516180 0.01 0.00 -0.01
H -1.684790 0.157474 6.118102 0.00 0.01 -0.01
H -2.578598 0.223478 3.839540 0.00 -0.01 -0.02
C -5.283380 -0.581824 -0.709537 0.02 -0.07 0.04
C -5.844769 0.685974 -0.670008 -0.01 0.02 -0.01
C -5.069242 1.769657 -0.300244 -0.01 0.05 0.04
C -3.728818 1.574062 0.014527 -0.03 -0.04 0.06
N -3.204308 0.337120 -0.061490 0.13 0.12 -0.67
C -3.946554 -0.718804 -0.386376 0.02 0.04 -0.07
C -2.781574 2.614137 0.454698 0.13 -0.01 -0.13
C -3.081891 3.974293 0.421534 -0.01 -0.01 -0.08
C -2.119354 4.909806 0.756046 0.03 0.02 0.00
C -0.842377 4.490709 1.109225 0.00 0.00 -0.04
C -0.534156 3.138225 1.158494 -0.10 -0.01 0.13
C -1.501843 2.188312 0.860600 -0.12 0.12 0.18
H -5.865972 -1.450411 -0.981172 0.00 0.00 0.00
H -6.889303 0.828610 -0.915258 0.01 0.00 0.00
H -5.500914 2.758404 -0.242783 0.00 -0.01 0.01
H -3.416677 -1.664525 -0.366954 -0.02 0.00 -0.02
H -4.063209 4.309533 0.109195 0.01 0.01 0.01
H -2.356528 5.965043 0.724257 0.00 0.00 0.01
H -0.082885 5.222424 1.354937 0.00 0.00 0.00
H 0.459203 2.823782 1.451951 -0.01 -0.01 0.02
C 0.329097 -3.160879 2.693017 0.01 0.01 0.05
Si -0.433478 -3.110917 0.980644 -0.03 0.04 -0.01
C -1.520606 -4.627130 0.776980 0.01 -0.05 0.02
C 0.970401 -3.235926 -0.261868 0.03 0.01 -0.03
O -1.377573 -1.818985 0.724121 0.02 0.05 0.03
H 0.817421 -4.125159 2.862329 -0.02 0.01 0.01
H -0.428873 -3.020752 3.468317 0.01 -0.01 -0.01
H 1.082290 -2.381697 2.827946 0.01 -0.03 -0.01
H -0.950914 -5.552425 0.900004 -0.01 0.01 -0.01
H -1.979830 -4.644613 -0.214923 0.01 0.00 0.01
H -2.322647 -4.627000 1.519447 0.00 0.01 -0.02
H 1.513838 -4.177090 -0.136041 -0.01 0.01 -0.02
H 1.690322 -2.421730 -0.147329 0.00 -0.01 0.01
H 0.591854 -3.198747 -1.287421 0.00 -0.01 0.01
```
Positions in Å, forces in eV/Å.

Its frontier orbital gap is 0.2915 Ha. As for the HOMO energy: -7.8804 eV. As for the energy above the lowest of the compared OMol25 structures with the same formula, charge and spin: 0.000 eV. The calculation puts the electronic energy at -60117.394 eV. As for the total charge: 0.


ORCA calculation (ωB97M-V/def2-TZVPD) on a 2-piece molecular cluster, C25H49N4O2 overall at a distorted geometry.

Geometry as XYZ:
```
80
Properties=species:S:1:pos:R:3:forces:R:3
C 1.792435 -2.470136 1.936751 0.58 -0.02 -0.23
O 3.184600 -2.210370 1.983705 -0.47 0.22 0.03
C 3.810507 -2.241170 0.705245 0.96 -0.62 0.39
C 4.994107 -1.279505 0.704905 -0.72 0.49 -0.47
C 4.690269 0.179845 0.238074 -0.04 -0.55 1.12
C 3.207662 0.534959 0.058852 0.53 0.49 -1.30
C 2.726529 0.215364 -1.390719 0.09 0.73 0.63
C 2.021973 1.403061 -2.092200 -0.96 -0.92 -0.06
C 0.559316 1.029064 -2.444648 0.34 0.60 -0.18
C 0.398206 0.312183 -3.788860 0.05 -0.07 0.14
C 0.799622 -1.174147 -3.794272 -0.78 1.42 0.61
C 0.107885 -2.039906 -2.745129 0.93 -1.64 -0.76
C 1.027773 -3.271626 -2.566725 0.14 -0.12 1.57
C 0.062964 -4.282674 -1.976231 0.17 1.65 -3.40
O 0.217446 -5.042979 -1.090694 0.26 -1.60 1.94
N -1.095678 -4.113805 -2.740019 -0.11 -0.37 1.02
C -1.281466 -2.681911 -3.069499 0.45 -0.03 1.39
C -2.340588 -2.192932 -2.069276 -0.12 1.10 -1.55
C -2.829082 -0.748728 -2.347094 -0.21 -0.76 0.67
C -4.291771 -0.566741 -1.873506 0.50 0.49 -0.26
C -4.506056 0.617127 -0.913054 -0.31 -0.59 0.10
C -5.493979 0.307324 0.231048 -0.57 0.78 -0.28
N -6.770273 1.051828 0.125576 0.24 0.20 -0.01
H 1.471521 -2.938979 2.860577 0.05 0.12 0.27
H 1.560163 -3.175534 1.136386 -0.22 0.11 -0.12
H 1.289162 -1.507384 1.790238 -0.46 -0.16 -0.13
H 4.218736 -3.249375 0.585590 -0.09 -0.13 -0.14
H 3.118542 -2.094663 -0.122310 -0.22 0.28 0.07
H 5.356654 -1.240517 1.726662 0.23 -0.23 0.08
H 5.759881 -1.707697 0.063513 0.21 -0.01 0.09
H 5.112124 0.852923 0.984752 0.09 0.05 0.02
H 5.250155 0.360931 -0.671651 -0.14 0.23 -0.29
H 3.130273 1.619135 0.149331 -0.02 0.11 0.26
H 2.557518 0.099386 0.815568 0.09 -0.19 0.11
H 3.596021 -0.053082 -1.980032 0.11 -0.32 -0.06
H 2.059226 -0.636989 -1.334213 -0.10 -0.20 -0.30
H 2.517227 1.668485 -3.021853 0.24 0.10 -0.05
H 2.012040 2.294608 -1.466303 0.14 0.02 0.14
H 0.162469 0.426285 -1.629024 -0.20 -0.03 0.09
H -0.040862 1.942053 -2.483747 -0.04 0.03 -0.01
H -0.625008 0.453115 -4.134209 -0.19 -0.22 -0.01
H 1.018522 0.827750 -4.523141 0.04 0.10 -0.08
H 1.863993 -1.213058 -3.587166 0.26 -0.13 -0.18
H 0.617476 -1.554908 -4.796218 0.07 -0.35 -0.03
H 0.020162 -1.639808 -1.736987 0.13 0.67 -0.13
H 1.522057 -3.622477 -3.465562 -0.30 -0.12 -0.36
H 1.818548 -3.132299 -1.828307 0.10 0.33 -0.06
H -1.826500 -4.513577 -2.153990 -0.46 0.01 -0.71
H -1.517482 -2.492754 -4.113752 -0.40 -0.27 -0.09
H -3.199412 -2.856422 -2.132496 -0.07 -0.17 0.15
H -1.892030 -2.223266 -1.079264 -0.16 -0.32 0.24
H -2.738763 -0.508303 -3.403532 0.06 0.00 -0.10
H -2.169842 -0.085294 -1.790643 0.04 0.32 -0.13
H -4.663589 -1.475337 -1.412268 0.13 -0.20 0.18
H -4.892345 -0.438747 -2.770689 -0.29 0.08 0.02
H -3.566737 0.906344 -0.446319 0.28 0.02 -0.16
H -4.853074 1.466214 -1.497660 0.00 0.26 0.13
H -5.740592 -0.749408 0.231585 0.16 -0.22 0.12
H -5.031338 0.567282 1.181556 0.13 -0.22 0.16
H -6.707381 1.738167 -0.617119 -0.09 -0.08 -0.02
H -6.937965 1.587911 0.968245 -0.11 -0.13 -0.02
C -0.483063 3.848510 1.432296 0.02 0.15 0.36
C -0.357108 2.433164 1.961490 -0.16 0.00 -0.47
N -0.035476 2.373434 3.395030 -0.08 0.10 -0.02
C 0.567287 1.300654 4.005579 0.05 -0.05 -0.14
C 0.697905 1.610413 5.317591 -0.06 0.16 0.14
N 0.162652 2.866763 5.484295 -0.11 0.02 0.04
C -0.289034 3.302309 4.310708 0.20 -0.11 0.02
C 0.095406 3.622229 6.737764 -0.09 0.13 -0.04
H 0.425921 4.420591 1.624384 0.02 -0.02 -0.08
H -0.656725 3.826174 0.358897 0.00 -0.06 0.00
H -1.319866 4.375764 1.893324 -0.04 0.00 -0.09
H 0.439019 1.912664 1.428982 0.03 -0.07 0.14
H -1.284723 1.881896 1.802429 0.03 -0.04 0.04
H 0.838074 0.433889 3.427338 0.11 -0.06 0.15
H 1.111212 1.083046 6.158606 0.05 -0.14 -0.12
H -0.771218 4.249577 4.144616 0.05 0.01 -0.03
H -0.944068 3.838004 6.973524 0.02 -0.02 0.04
H 0.648948 4.551631 6.627200 0.02 -0.02 0.04
H 0.532907 3.034457 7.538168 0.01 -0.06 -0.06
```
Positions in Å, forces in eV/Å.

Its frontier orbital gap is 0.2988 Ha. As for the HOMO energy: -11.0455 eV. The calculation puts the electronic energy at -36768.358 eV. As for the total charge: +1.


ORCA calculation (ωB97M-V/def2-TZVPD) on a 3-piece molecular cluster, C2H11N5 overall at a distorted geometry.

Geometry as XYZ:
```
18
Properties=species:S:1:pos:R:3:forces:R:3
C 0.452845 0.008153 -0.110640 -0.26 0.53 -1.93
C 0.392737 -1.431468 -0.551925 0.01 0.37 -0.09
N -0.461198 0.368303 0.823986 0.42 -1.08 3.24
N -0.674744 0.906658 -1.500357 1.96 -0.49 0.20
N 1.737328 0.535173 -0.084503 -1.32 -0.15 -0.42
N 0.464369 -0.380229 2.361595 -0.55 0.41 -0.50
N -2.040569 0.926907 -1.516272 -0.75 -0.11 0.17
H -0.333903 1.342782 1.096434 0.21 -0.17 0.17
H -0.387950 1.885321 -1.478199 0.34 -0.19 0.21
H 1.863327 1.419237 0.386157 0.49 -0.38 -0.21
H 2.462789 0.023308 -0.561713 0.02 0.58 0.18
H -0.076217 -0.256104 3.224371 -0.41 0.62 -0.44
H 0.376098 -1.402180 2.285660 -0.15 0.34 -0.72
H -2.496296 1.402837 -0.737779 0.07 -0.41 0.00
H -2.415316 -0.001605 -1.667267 -0.02 0.20 0.11
H -0.645184 -1.749580 -0.591694 -0.01 -0.04 -0.02
H 0.938711 -2.050583 0.159560 -0.01 -0.06 0.03
H 0.843173 -1.546931 -1.537416 -0.03 0.03 0.00
```
Positions in Å, forces in eV/Å.

Its frontier orbital gap (spin up / spin down) is 0.2730 / 0.2845 Ha. As for the HOMO energy (spin up / spin down): -6.7593 / -6.9873 eV. As for the energy above the lowest of the compared OMol25 structures with the same formula, charge and spin: 5.536 eV. The calculation puts the electronic energy at -9697.879 eV. As for the total charge: 0.